# 1
# C32H36BCl2N12SSiSn

C32H36BCl2N12SSiSn as an isolated structure (the ωB97M-V functional and the def2-TZVPD basis, the Open Molecules 2025 dataset).

The geometry in XYZ format:
```
86
Properties=species:S:1:pos:R:3:forces:R:3
Sn 0.252879 0.059286 0.057129 0.3 -0.3 0.0
C -3.872050 -0.009854 -1.876729 0.1 0.0 -0.1
C -2.515284 -0.337072 -1.795519 -0.1 0.1 0.0
N -1.911564 0.407024 -0.874143 -0.3 -0.1 0.1
N -2.848003 1.238404 -0.360101 0.1 -0.1 -0.2
C -4.037267 0.996835 -0.947615 0.1 0.0 0.1
B -2.486338 2.352244 0.679003 -0.1 0.0 0.2
N -1.222506 3.120138 0.181758 0.1 0.0 0.0
C -1.047146 4.455540 0.067337 0.0 -0.1 0.0
C 0.219854 4.690313 -0.418228 0.1 0.0 0.0
C 0.775736 3.415633 -0.569564 0.0 0.0 0.0
N -0.088978 2.480528 -0.197864 -0.1 0.4 0.1
N -2.141849 1.677619 2.023947 -0.1 0.0 0.0
C -2.716957 1.705724 3.247589 0.1 0.0 -0.2
C -1.956060 0.932919 4.095511 0.0 0.0 0.0
C -0.911955 0.448723 3.299822 -0.2 0.2 0.2
N -1.021680 0.897631 2.052389 -0.5 0.0 0.1
N -3.658271 3.347967 0.698964 0.1 -0.1 -0.1
C -4.068726 4.040571 -0.400626 0.1 -0.2 0.1
C -5.144638 4.804537 -0.044613 -0.2 0.1 0.1
C -5.332512 4.513138 1.324449 -0.1 0.0 0.0
N -4.446080 3.639928 1.766494 0.2 0.0 -0.3
H -4.621915 -0.433631 -2.525176 0.1 0.0 0.1
H -1.944966 -1.046917 -2.377409 -0.1 0.2 0.0
H -4.922679 1.548858 -0.672154 0.1 0.0 0.0
H -1.826806 5.150965 0.336646 0.0 -0.1 0.0
H 0.675307 5.644978 -0.629044 0.0 -0.1 0.0
H 1.749437 3.134755 -0.947083 -0.1 0.1 0.0
H -3.606551 2.285245 3.415651 0.0 0.0 0.0
H -2.130561 0.745699 5.143290 0.0 0.0 -0.1
H -0.077256 -0.182104 3.566563 -0.2 0.1 0.0
H -3.565771 3.932119 -1.351743 0.0 0.0 0.1
H -5.711423 5.476861 -0.670007 0.1 -0.1 0.1
H -6.079449 4.902395 2.003063 0.1 0.0 -0.1
Cl 2.871251 1.624443 0.859240 0.3 0.2 -0.1
C 3.487608 1.046772 2.368743 -0.2 -0.2 0.2
C 4.520803 1.748245 2.962396 0.0 0.0 -0.1
C 5.021243 1.315778 4.176940 0.1 0.0 0.1
C 4.477674 0.194895 4.780215 0.0 -0.1 0.1
C 3.433982 -0.482040 4.173963 0.0 0.0 0.0
Cl 2.790760 -1.885287 4.977840 0.1 0.1 0.0
C 2.889328 -0.083839 2.945916 -0.2 0.0 -0.3
S 1.585524 -1.004444 2.218279 0.8 -0.3 -0.3
H 4.925813 2.624587 2.471308 0.0 -0.1 0.0
H 5.832932 1.852449 4.651866 0.0 0.0 0.0
H 4.857940 -0.163962 5.727802 0.0 0.0 0.0
C -0.784522 2.209469 -3.258822 0.0 -0.1 0.0
C 0.413078 1.297629 -3.379534 -0.1 0.0 0.3
C 1.175636 1.304546 -4.524046 0.1 0.0 -0.1
C 2.252992 0.413050 -4.604590 0.0 -0.1 0.0
C 2.514047 -0.461506 -3.583475 0.0 0.0 0.0
C 1.680325 -0.461363 -2.422234 0.2 0.0 -0.5
N 0.680689 0.452959 -2.357980 -0.3 0.3 -0.1
N 1.798159 -1.272663 -1.375220 -0.5 0.0 0.4
Si 2.672916 -2.772475 -1.393862 0.1 0.0 0.0
C 2.292301 -3.865462 0.062037 -0.2 -0.1 0.2
C 4.524630 -2.522829 -1.398704 0.3 0.1 0.0
C 2.198754 -3.736907 -2.935642 -0.1 -0.1 -0.2
H -1.637626 1.774169 -3.788882 0.1 0.0 0.0
H -0.574867 3.182736 -3.705476 0.0 -0.1 0.0
H -1.069708 2.341291 -2.219870 0.0 0.0 -0.2
H 0.941397 1.986733 -5.331835 0.0 0.0 0.1
H 2.891045 0.415505 -5.482538 0.0 0.0 0.0
H 3.355504 -1.140677 -3.628621 -0.1 0.1 0.0
H 2.662736 -3.434432 0.991302 0.0 0.0 0.1
H 2.777977 -4.839835 -0.084397 -0.1 0.2 0.0
H 1.217802 -4.038408 0.176686 0.1 0.0 0.0
H 4.833946 -1.938883 -0.522628 0.0 -0.1 -0.1
H 4.877897 -1.996827 -2.292092 0.0 -0.1 0.1
H 5.037210 -3.492444 -1.358413 -0.1 0.1 0.0
H 1.111217 -3.706783 -3.082606 0.1 -0.1 0.0
H 2.501729 -4.787331 -2.848613 0.0 0.1 0.0
H 2.663171 -3.327988 -3.839152 -0.1 -0.1 0.1
N -1.894328 -6.177969 0.811484 0.0 0.2 0.0
C -1.544501 -4.859445 0.711431 0.0 -0.2 0.0
C -1.377773 -4.244484 -0.534929 -0.1 0.0 0.0
C -1.041380 -2.912633 -0.579905 0.1 0.0 0.2
N -0.871203 -2.148389 0.509687 0.1 -0.1 -0.3
C -1.032312 -2.741613 1.700942 -0.1 0.2 -0.1
C -1.364495 -4.067994 1.848522 0.0 -0.1 0.0
H -1.845665 -6.751845 -0.008546 0.0 -0.1 -0.1
H -1.777549 -6.646599 1.690841 0.0 0.0 0.0
H -1.484898 -4.813555 -1.452015 0.0 0.1 0.0
H -0.861845 -2.434312 -1.534996 0.1 -0.1 0.1
H -0.885656 -2.114761 2.570999 0.0 0.0 0.0
H -1.479660 -4.492271 2.839198 0.0 0.1 0.0
```
Forces are in eV/Å.

Computed properties:
2S+1: 2
E_LUMO (alpha / beta) (eV): 0.6 / -0.9
Energy above the lowest of the compared OMol25 structures with the same formula, charge and spin (kcal per mole): 8.6

# 2
# C32H36BCrN8S2

C32H36BCrN8S2 as an isolated structure (the ωB97M-V functional and the def2-TZVPD basis, the Open Molecules 2025 dataset).

The geometry in XYZ format:
```
80
Properties=species:S:1:pos:R:3:forces:R:3
Cr 0.256126 0.399442 -0.133911 -0.1 0.1 0.0
C 2.743368 4.170220 -0.396862 0.0 0.0 0.0
C 2.891758 2.921133 0.471818 0.0 0.0 0.0
C 3.966920 3.119167 1.541922 0.0 0.0 0.0
C 3.193995 1.710935 -0.355076 0.0 0.0 0.0
C 4.393176 1.385353 -1.006531 0.0 0.0 0.0
C 4.172138 0.142865 -1.554289 0.0 0.0 0.0
N 2.921187 -0.237719 -1.258459 0.0 0.0 0.0
N 2.314373 0.727869 -0.526173 0.0 0.0 0.0
B 2.291224 -1.636960 -1.359396 0.0 0.0 0.0
N 1.015828 -1.596849 -2.201069 0.0 0.0 0.0
C 0.685834 -2.272391 -3.312277 0.0 0.0 0.0
C -0.580012 -1.889206 -3.690089 0.0 0.0 0.0
C -0.976916 -0.937425 -2.736758 0.0 0.0 0.1
N -0.002596 -0.787843 -1.840913 0.0 0.0 0.0
C -2.260903 -0.161148 -2.703474 0.0 0.0 0.0
C -2.375630 0.723068 -3.947740 0.0 0.0 0.0
C -3.467654 -1.097814 -2.608555 0.0 0.0 0.0
N 1.924399 -2.042966 0.094268 0.0 0.0 0.0
C 2.388251 -3.087502 0.786806 0.0 0.0 0.0
C 1.973307 -2.963721 2.093691 0.0 0.0 0.0
C 1.232063 -1.777169 2.131174 0.0 0.0 0.0
N 1.190424 -1.236538 0.907043 0.0 0.0 0.0
C 0.672826 -1.153023 3.380053 0.0 0.0 0.0
C -0.734010 -1.648764 3.719089 0.0 0.0 0.0
C 0.753373 0.368310 3.352556 0.0 0.0 0.0
H 2.475172 5.031897 0.218357 0.0 0.0 0.0
H 3.688286 4.397450 -0.895671 0.0 0.0 0.0
H 1.985562 4.044038 -1.170589 0.0 0.0 0.0
H 1.948427 2.723580 0.984663 0.0 0.0 0.0
H 4.937420 3.323365 1.085184 0.0 0.0 0.0
H 3.713333 3.967420 2.179631 0.0 0.0 0.0
H 4.071901 2.233354 2.170569 0.0 0.0 0.0
H 5.291492 1.975071 -1.059571 0.0 0.0 0.0
H 4.816135 -0.506316 -2.123669 0.0 0.0 0.0
H 3.068110 -2.426270 -1.816803 0.0 0.0 0.0
H 1.380222 -2.969053 -3.751500 0.0 0.0 0.0
H -1.139199 -2.231154 -4.543566 0.0 0.0 0.0
H -2.232816 0.487297 -1.825872 0.0 0.0 0.0
H -2.420850 0.106431 -4.848983 0.0 0.0 0.0
H -3.289246 1.318245 -3.902012 0.0 0.0 0.0
H -1.531490 1.403720 -4.041799 0.0 0.0 0.0
H -3.538414 -1.721002 -3.503146 0.0 0.0 0.0
H -3.408601 -1.762334 -1.746153 0.0 0.0 0.0
H -4.388661 -0.516483 -2.535729 0.0 0.0 0.0
H 3.002745 -3.827641 0.302040 0.0 0.0 0.0
H 2.196285 -3.612709 2.922878 0.0 0.0 0.0
H 1.334580 -1.504950 4.177416 0.0 0.0 0.0
H -1.469831 -1.254749 3.020697 0.0 0.0 0.0
H -0.788544 -2.738007 3.690213 0.0 0.0 0.0
H -1.015602 -1.316628 4.719848 0.0 0.0 0.0
H 0.081877 0.787317 2.601801 0.0 0.0 0.0
H 0.452238 0.784508 4.315294 0.0 0.0 0.0
H 1.767745 0.708507 3.133903 0.0 0.0 0.0
S -3.899413 -0.738746 1.486252 0.0 0.0 0.0
C -3.213493 -2.228257 0.921839 0.0 0.0 0.0
C -3.795485 -3.491302 0.927981 0.0 0.0 0.0
C -3.063755 -4.543345 0.417026 0.0 0.0 0.0
C -1.776652 -4.333837 -0.087442 0.0 0.0 0.0
C -1.200347 -3.080404 -0.094063 0.0 0.0 0.0
C -1.928653 -2.003543 0.414065 0.0 0.0 0.0
N -1.529012 -0.667295 0.479341 0.0 -0.1 0.0
C -2.452335 0.076003 1.022833 0.0 0.0 0.0
C -2.176149 1.482083 1.207330 0.0 0.0 0.0
C -3.067413 2.362547 1.819499 0.0 0.0 0.0
C -2.707790 3.687215 1.965482 0.0 0.0 0.0
C -1.481974 4.114759 1.464507 0.0 0.0 0.0
C -0.621413 3.230840 0.829351 0.0 0.0 0.0
C -0.923951 1.872673 0.715838 0.0 0.0 0.0
H -4.791880 -3.642099 1.321492 0.0 0.0 0.0
H -3.490162 -5.537517 0.407119 0.0 0.0 0.0
H -1.219495 -5.171362 -0.486390 0.0 0.0 0.0
H -0.211062 -2.935708 -0.496335 0.0 0.0 0.0
H -4.030865 2.013661 2.174891 0.0 0.0 0.0
H -3.381236 4.388920 2.439192 0.0 0.0 0.0
H -1.207606 5.159882 1.540059 0.0 0.0 0.0
H 0.275508 3.628557 0.377159 0.0 0.0 0.0
S 0.161335 3.834511 -3.470427 0.0 0.0 0.0
C 0.098199 2.659613 -2.354340 0.0 0.0 0.0
N 0.063973 1.815923 -1.546543 0.0 -0.1 0.0
```
Forces are in eV/Å.

Computed properties:
2S+1: 2
E_LUMO (alpha / beta) (eV): -0.6 / -0.4
Energy above the lowest of the compared OMol25 structures with the same formula, charge and spin (kcal per mole): 0.0